Here is a molecular structure, C35H69BN2O13PtS6 in a non-equilibrium geometry from the OMol25 dataset. Energies are from the ωB97M-V functional and the def2-TZVPD basis.

Summary:
spin multiplicity	3
E_HOMO (alpha / beta)	-6.8 / -7.0	eV
total charge	0
HOMO-LUMO gap (alpha / beta)	6.873 / 7.001	eV
expectation value of S²	2.00

CARTESIAN COORDINATES (ANGSTROEM)
Pt 0.0556 0.3701 -0.4767
B -0.9391 -0.2674 1.4541
H 0.0824 -0.4471 1.7515
H -1.5488 -0.4359 2.3282
H -1.0717 0.7578 1.1449
H -1.3215 -0.9525 0.7133
C 1.1261 2.3760 2.7850
C 1.1250 2.9855 1.4461
C 1.8574 4.2941 1.3667
O 1.1659 1.9970 0.4228
H 0.2389 1.7538 2.9025
H 1.0524 3.1129 3.5847
H 1.9639 1.6975 2.9457
H 0.1419 3.4406 1.3248
H 1.7297 5.0308 2.1597
H 1.6163 4.6804 0.3764
H 2.9314 4.1346 1.4616
C -2.9513 5.1347 -0.7905
C -1.3747 5.4216 -0.9011
C -0.6520 4.4666 -1.9305
S -1.7965 2.9948 -2.0832
O -1.0639 1.8004 -1.6525
O -2.2959 3.0724 -3.4475
C -2.9976 3.6407 -0.8194
H -3.5678 5.5783 -1.5724
H -3.1564 5.5637 0.1903
H -1.0053 5.1573 0.0898
H -1.0004 6.4446 -0.9388
H 0.2657 4.0583 -1.5070
H -0.4176 4.8051 -2.9397
H -2.6436 3.1583 0.0917
H -3.9648 3.1412 -0.8765
C 4.3881 -0.9604 2.5943
C 2.9418 -1.2464 3.1700
C 2.1426 -2.2052 2.3271
S 2.7457 -1.9588 0.5832
O 1.8013 -1.1850 -0.2300
O 3.4044 -3.1857 0.1482
C 4.1251 -0.6204 1.1021
H 4.9348 -1.8624 2.8694
H 4.9184 -0.1740 3.1315
H 2.4011 -0.3008 3.2100
H 3.1418 -1.6645 4.1566
H 1.0541 -2.2332 2.3777
H 2.3498 -3.2103 2.6946
H 3.7479 0.4020 1.0802
H 4.9581 -0.7103 0.4048
C -2.5881 -5.6708 1.4840
C -2.4430 -6.2351 0.0751
C -0.9109 -6.4271 -0.0379
S -0.0281 -5.0385 0.8103
O 0.4724 -4.0757 -0.1525
O 0.8389 -5.6086 1.8973
C -1.6339 -4.3889 1.5738
H -2.1942 -6.4442 2.1434
H -3.6040 -5.4299 1.7973
H -2.7908 -5.4999 -0.6506
H -2.9452 -7.2002 0.0085
H -0.3455 -6.4529 -0.9694
H -0.6688 -7.2450 0.6407
H -2.0225 -3.5561 0.9878
H -1.4997 -4.0016 2.5838
C -4.3909 -1.5380 -2.3705
C -4.0054 -2.5505 -1.2678
C -2.7030 -3.2675 -1.7828
S -1.7572 -1.8920 -2.6359
O -0.7205 -2.3999 -3.4935
O -1.3899 -0.8493 -1.6491
C -3.3209 -1.4217 -3.4407
H -4.5980 -0.5327 -2.0037
H -5.2936 -1.9007 -2.8622
H -4.7735 -3.2855 -1.0270
H -3.7178 -2.0269 -0.3561
H -3.0753 -4.0674 -2.4228
H -1.8764 -3.6920 -1.2131
H -3.5109 -2.0838 -4.2855
H -3.0870 -0.4083 -3.7669
C 6.9171 3.1916 -1.5469
C 5.7537 2.1893 -1.5847
C 4.7234 2.7091 -0.6684
S 4.7483 4.5364 -0.9910
O 4.9684 5.2778 0.2786
O 3.7037 4.9851 -1.8984
C 6.2994 4.4497 -2.0072
H 7.7039 2.8413 -2.2151
H 7.3874 3.2058 -0.5637
H 6.0401 1.2691 -1.0753
H 5.4199 1.8494 -2.5651
H 4.9545 2.5110 0.3782
H 3.6943 2.4040 -0.8580
H 6.8498 5.3508 -1.7365
H 6.0253 4.4004 -3.0611
C 2.1932 -0.5280 -5.9747
C 0.7399 -0.1300 -6.1893
C 0.0981 0.4663 -4.9103
S 1.4431 0.6757 -3.6859
O 1.0011 0.2374 -2.4071
O 1.8375 2.0515 -3.9739
C 2.4828 -0.6615 -4.4397
H 2.9509 0.0911 -6.4549
H 2.2807 -1.4657 -6.5235
H -0.0089 -0.9080 -6.3383
H 0.7464 0.5578 -7.0349
H -0.4680 -0.2828 -4.3568
H -0.3797 1.4077 -5.1819
H 2.0880 -1.6286 -4.1281
H 3.5241 -0.5094 -4.1557
N -1.0364 -1.9098 4.5148
C -0.0017 -1.9703 5.4572
C -0.4668 -2.6337 6.5753
C -1.8117 -2.7917 6.4095
C -2.1472 -2.1558 5.2162
H -0.9963 -1.5174 3.5850
H 0.9950 -1.7165 5.1275
H 0.1387 -2.9011 7.4287
H -2.4646 -3.4080 7.0098
H -2.9662 -1.9436 4.5448
N -5.4441 1.1656 3.5477
C -6.5478 1.3134 2.6896
C -6.2114 1.0240 1.3982
C -4.9166 0.6131 1.4934
C -4.3569 0.7305 2.8221
H -5.4597 1.4869 4.5051
H -7.3794 1.8696 3.0965
H -6.8649 1.1279 0.5446
H -4.4392 -0.0769 0.8134
H -3.3962 0.4896 3.2527

Mulliken population analysis, charges in e, atoms 1 to 5: number 1, Pt, carries 4.808; number 2, B, carries 6.262; number 3, H, carries -1.672; number 4, H, carries -1.278; number 5, H, carries -0.736